Record 1
{"formula": "C30H50AuN2O4PSSi", "method": "the ωB97M-V functional and the def2-TZVPD basis", "e_homo_ha": [-0.51173, -0.53013], "s2": 2.010, "total_charge": 2, "energy_ev": -74776.476, "orbital_gap_ha": [0.3273, 0.2324], "multiplicity": 3, "species": ["C", "Si", "C", "H", "H", "Au", "O", "P", "H", "H", "C", "C", "H", "H", "H", "H", "C", "H", "C", "H", "H", "C", "C", "H", "C", "H", "H", "H", "C", "C", "C", "H", "C", "H", "O", "H", "C", "H", "H", "C", "H", "O", "H", "C", "H", "H", "N", "C", "H", "H", "H", "H", "H", "H", "C", "H", "C", "H", "H", "C", "H", "H", "H", "H", "C", "H", "N", "H", "H", "C", "H", "H", "S", "C", "C", "C", "H", "H", "O", "C", "C", "H", "C", "C", "H", "H", "H", "H", "C", "H"], "coordinates": [[0.980, 5.782, 1.061], [-3.397, 2.743, 0.619], [-3.923, 2.202, 4.148], [-2.816, 6.760, 0.234], [2.418, 2.773, 3.741], [0.243, 0.244, 0.962], [-3.817, 1.761, -0.558], [1.809, 1.839, 1.619], [0.458, 6.571, 1.589], [-6.170, 1.614, -1.760], [1.972, -0.165, -2.118], [-4.085, -0.138, -1.952], [-2.685, 7.072, -1.508], [-3.035, -0.414, -1.818], [-6.514, 2.364, 3.386], [1.964, 0.268, -3.124], [1.634, 6.051, -0.135], [-3.947, 4.954, 4.333], [-4.680, 5.208, -1.054], [-4.535, -5.247, 3.032], [-6.493, 4.014, 2.731], [3.468, 1.230, 1.256], [-6.033, 3.341, 3.458], [-2.797, 4.510, 3.053], [3.079, -1.977, -3.288], [-4.862, 0.147, 1.408], [2.219, -1.611, -0.016], [1.623, 7.056, -0.540], [-2.635, 4.397, -2.281], [1.724, 1.996, 3.419], [-1.204, -2.592, 1.374], [2.836, 2.967, -0.834], [-4.543, 3.222, 3.203], [-4.942, -1.287, 0.368], [-2.843, 4.157, 0.126], [-3.689, -3.089, 2.166], [-1.702, -3.851, 1.840], [3.572, 0.995, 0.200], [3.712, -2.338, -0.631], [-4.616, 0.549, -0.709], [-4.957, 5.896, -1.855], [1.485, 0.487, -1.176], [0.713, 2.256, 3.735], [-6.063, 0.975, -0.880], [-1.560, 4.213, -2.188], [0.189, -4.854, 1.587], [2.531, -1.371, -2.072], [-2.471, 6.349, -0.718], [2.808, 5.251, -1.748], [4.189, 1.997, 1.538], [2.000, 1.045, 3.874], [-4.164, 0.527, -2.814], [-6.207, 3.742, 4.459], [2.755, -1.416, -4.162], [2.330, 3.757, -0.290], [-4.329, 5.297, 2.637], [-2.646, -6.249, 2.804], [-4.663, -1.042, -2.156], [-2.800, 5.064, -3.130], [1.692, 3.485, 0.923], [-1.390, 6.197, -0.665], [2.720, -3.001, -3.379], [-5.173, 4.247, -1.246], [-3.991, 2.554, 5.178], [2.660, -2.150, -0.848], [-5.051, 5.613, -0.108], [-0.814, -1.594, 0.968], [-3.138, 3.448, -2.479], [4.168, -1.988, -3.254], [2.303, 5.039, -0.812], [-4.444, 1.244, 4.068], [2.152, -3.109, -0.964], [-1.415, 2.099, 1.502], [-3.169, 5.037, -1.009], [-1.321, -6.147, 2.396], [-0.840, -4.947, 1.912], [-6.703, 0.100, -1.011], [-3.016, -7.190, 3.192], [-4.435, 2.715, 1.838], [-3.035, -3.949, 2.241], [1.003, 4.502, 1.593], [-0.665, -7.006, 2.454], [-3.503, -5.156, 2.722], [-4.438, -0.331, 0.522], [-3.371, -0.524, 0.697], [-6.406, 1.527, 0.001], [-2.868, 2.038, 3.914], [3.646, 0.328, 1.844], [-3.860, 4.577, 3.312], [0.493, 4.305, 2.528]], "atomic_forces_ev_per_a": [[0.00, 0.01, 0.01], [-0.18, 0.00, 0.01], [-0.01, -0.11, -0.16], [0.03, 0.00, -0.08], [0.02, 0.01, 0.04], [-0.19, 0.54, 0.03], [-0.01, -0.18, -0.24], [0.10, 0.07, 0.11], [0.03, -0.05, -0.05], [0.00, -0.05, 0.05], [-0.17, 0.06, 0.12], [0.08, -0.03, -0.09], [0.01, -0.05, 0.05], [-0.08, 0.01, -0.01], [0.01, 0.04, -0.01], [0.02, 0.02, -0.02], [-0.03, 0.02, 0.04], [0.02, -0.02, -0.06], [-0.07, -0.09, 0.06], [0.02, -0.01, 0.01], [0.03, -0.03, 0.05], [0.00, -0.13, 0.03], [-0.10, 0.09, 0.06], [-0.09, -0.01, 0.07], [-0.04, 0.03, 0.08], [0.03, -0.04, -0.07], [-0.04, 0.08, 0.04], [0.00, -0.05, 0.02], [0.05, -0.09, 0.01], [-0.10, 0.00, -0.08], [-0.28, -0.63, -0.01], [-0.02, 0.07, 0.06], [-0.06, 0.10, 0.00], [0.01, 0.05, 0.01], [0.10, 0.11, -0.09], [0.02, -0.02, 0.03], [0.05, 0.21, 0.02], [-0.03, 0.02, 0.01], [0.01, 0.00, -0.02], [-0.03, 0.09, 0.16], [0.01, -0.05, 0.05], [0.27, -0.47, -0.19], [0.05, 0.01, -0.01], [-0.05, 0.07, 0.04], [-0.09, 0.04, -0.01], [-0.04, 0.00, 0.04], [-0.04, 0.02, 0.01], [0.06, 0.04, 0.13], [-0.04, -0.02, 0.08], [0.05, 0.02, 0.03], [-0.01, 0.01, -0.02], [0.00, -0.05, 0.04], [-0.02, -0.04, -0.06], [0.02, 0.01, 0.04], [-0.04, -0.08, -0.06], [0.04, -0.04, 0.05], [-0.01, 0.00, 0.01], [0.04, 0.06, 0.00], [0.01, -0.05, 0.07], [-0.13, -0.01, -0.09], [-0.08, 0.03, -0.01], [-0.03, 0.02, 0.01], [0.04, 0.12, 0.01], [-0.02, -0.03, -0.04], [0.01, 0.08, -0.16], [0.04, -0.02, -0.10], [0.21, 0.32, -0.08], [0.03, 0.07, 0.00], [0.01, -0.01, 0.03], [0.01, 0.00, -0.06], [0.03, 0.07, 0.03], [0.00, 0.02, -0.02], [0.09, -0.07, 0.39], [-0.07, -0.08, -0.01], [-0.02, -0.08, 0.02], [0.13, 0.04, -0.08], [0.03, 0.05, 0.00], [0.01, 0.02, -0.03], [0.30, -0.20, 0.05], [-0.06, 0.12, -0.05], [0.02, -0.03, -0.03], [-0.03, 0.04, 0.01], [-0.01, -0.07, 0.01], [0.10, 0.03, 0.10], [-0.14, 0.01, -0.05], [0.03, -0.06, -0.08], [0.04, 0.06, 0.02], [0.02, 0.01, -0.03], [0.07, 0.00, -0.17], [0.05, 0.01, 0.00]]}

Record 2
{"formula": "C6H14N2", "method": "the ωB97M-V functional and the def2-TZVPD basis", "e_homo_ha": -0.32503, "smiles": "CC(C)[C@H](C)/N=C\\N", "e_above_lowest_kj_mol": 55.51, "energy_ev": -9428.909, "orbital_gap_ha": 0.3620, "species": ["C", "C", "H", "H", "H", "H", "H", "H", "H", "H", "H", "C", "H", "C", "H", "H", "N", "C", "N", "H", "C", "H"], "coordinates": [[1.137, 1.326, -1.269], [-1.265, -1.345, 0.020], [-0.695, 2.575, 1.267], [-2.134, -0.741, 0.273], [-0.164, -1.149, 1.796], [-0.662, 0.428, -1.528], [-1.522, 1.565, 0.078], [1.977, 1.734, -1.824], [0.112, 1.050, -3.013], [1.444, -1.373, -0.774], [1.048, -2.705, 0.328], [-0.962, 1.552, 1.012], [-1.466, -2.378, 0.309], [-0.008, -0.864, 0.748], [-1.601, 1.157, 1.801], [0.830, 0.782, 1.876], [0.155, 0.783, -2.050], [0.316, 0.715, 0.906], [1.273, 1.256, -0.015], [-1.121, -1.346, -1.060], [1.217, -1.632, 0.258], [2.091, -1.387, 0.861]], "atomic_forces_ev_per_a": [[0.44, -0.58, 0.13], [0.27, 0.39, -0.08], [-0.05, 0.09, -0.02], [-0.16, -0.02, -0.04], [-0.01, -0.03, -0.04], [0.62, 0.45, -1.14], [-0.11, 0.05, -0.03], [-0.10, 0.26, -0.17], [-0.37, -0.04, -0.14], [0.03, -0.06, -0.12], [-0.03, -0.11, -0.06], [0.39, -0.07, 0.02], [-0.03, 0.05, 0.00], [0.44, 0.57, 0.77], [-0.11, -0.03, 0.03], [-0.25, -0.14, -0.13], [-0.71, -0.32, 1.10], [-0.69, -1.33, 0.03], [0.52, 0.65, -0.19], [-0.13, -0.07, -0.11], [-0.04, 0.28, 0.20], [0.06, 0.01, -0.01]]}

Record 3
{"formula": "C25H19BF8LiN4O6S2", "method": "the ωB97M-V functional and the def2-TZVPD basis", "e_homo_ha": -0.13517, "total_charge": -1, "energy_ev": -88778.461, "orbital_gap_ha": 0.2335, "species": ["H", "C", "C", "C", "H", "F", "H", "H", "H", "C", "H", "C", "C", "N", "C", "H", "C", "O", "B", "H", "C", "H", "F", "Li", "C", "O", "F", "O", "C", "H", "C", "H", "N", "H", "F", "N", "H", "S", "C", "C", "C", "C", "O", "H", "H", "C", "H", "C", "C", "F", "H", "H", "F", "O", "C", "O", "F", "C", "N", "C", "F", "S", "C", "C", "H", "C"], "coordinates": [[1.970, 6.215, 0.028], [2.567, 4.173, 0.433], [3.474, -2.548, -1.261], [-2.032, -0.380, -1.709], [5.384, 0.173, 0.260], [-1.248, -1.538, 4.938], [-4.279, 3.147, -0.253], [4.663, 0.435, -1.343], [1.991, -3.494, -4.156], [-3.095, 0.323, -1.158], [-3.414, 2.821, -1.772], [2.865, -1.311, -1.075], [1.634, -1.645, -3.120], [-1.494, 1.651, 0.233], [3.168, -3.330, -2.366], [0.902, -1.293, -3.838], [2.135, 2.923, 0.811], [-3.285, -0.944, 1.996], [0.581, 2.452, 2.720], [3.640, -4.298, -2.491], [1.945, -0.866, -2.015], [1.459, 0.091, -1.859], [-2.385, -3.252, 4.274], [-0.066, 0.019, 0.933], [1.644, 5.230, 0.332], [-0.906, -0.441, 2.482], [-3.378, -1.371, 4.639], [-0.255, -4.061, 0.080], [2.244, -2.880, -3.300], [-3.728, -2.586, -3.649], [1.036, -3.240, 2.144], [-5.637, -1.314, -2.706], [0.840, 2.884, 1.420], [4.178, -2.911, -0.517], [0.962, -2.440, 3.202], [-1.595, -2.764, 1.718], [-1.021, -0.110, -1.437], [-1.997, -1.398, 2.414], [-2.265, -1.932, 4.182], [0.287, 4.864, 0.237], [-0.103, 3.605, 0.621], [-3.339, 2.807, -0.683], [4.080, 1.767, 0.114], [-5.234, 0.510, -1.098], [3.584, 4.292, 0.076], [-2.257, -1.425, -2.600], [3.502, -1.089, 0.948], [4.472, 0.445, -0.270], [3.260, -0.444, 0.100], [1.525, 1.861, 3.472], [-1.413, -1.978, -2.996], [-0.427, 5.505, -0.268], [-0.620, 2.628, 3.295], [0.113, -1.632, 0.230], [-3.550, -1.765, -2.964], [-2.295, 3.700, -0.275], [0.875, -4.498, 2.556], [2.771, 1.691, 0.486], [2.236, 0.518, 0.505], [-2.890, 1.432, -0.151], [2.244, -3.118, 1.600], [-0.271, -2.877, 0.874], [-4.621, -1.054, -2.432], [-1.281, 2.922, 0.195], [-3.456, 1.165, 0.746], [-4.393, -0.023, -1.533]], "atomic_forces_ev_per_a": [[-0.01, -0.02, -0.01], [0.04, 0.06, -0.05], [-0.04, 0.01, 0.01], [0.00, 0.06, -0.08], [0.02, 0.05, 0.04], [0.08, -0.04, 0.11], [0.00, 0.06, 0.01], [0.02, 0.02, -0.05], [0.01, 0.01, 0.01], [0.02, -0.09, 0.05], [0.03, 0.00, -0.05], [0.00, -0.07, 0.02], [0.00, 0.02, 0.02], [0.06, -0.24, 0.08], [-0.04, 0.04, -0.01], [0.02, 0.01, 0.01], [0.03, -0.03, 0.16], [-0.02, 0.01, -0.04], [0.03, 0.20, 0.20], [-0.01, 0.01, 0.01], [0.03, 0.04, -0.06], [0.01, -0.02, -0.02], [-0.04, -0.11, 0.07], [0.61, 1.45, -0.50], [0.01, -0.02, 0.03], [-0.59, -0.22, 0.42], [-0.10, 0.05, 0.12], [-0.19, 0.05, -0.06], [0.03, -0.02, 0.04], [0.01, 0.04, 0.02], [-0.21, -0.02, -0.17], [0.03, 0.00, 0.01], [-0.11, -0.35, -0.20], [-0.03, 0.01, -0.04], [0.01, 0.08, 0.05], [0.13, 0.19, -0.02], [-0.04, -0.03, -0.03], [0.04, -0.16, -0.03], [0.15, 0.08, -0.14], [-0.01, 0.03, -0.04], [-0.07, 0.01, 0.11], [0.08, -0.02, 0.00], [0.13, -0.08, -0.02], [0.03, -0.04, -0.01], [-0.04, 0.02, 0.01], [0.01, 0.03, 0.00], [0.02, -0.06, -0.02], [-0.07, 0.02, 0.05], [-0.01, 0.11, -0.10], [-0.07, 0.02, -0.09], [-0.03, 0.01, 0.04], [0.05, -0.01, 0.02], [0.10, -0.05, -0.08], [0.03, -0.93, 0.21], [-0.03, 0.01, 0.02], [-0.18, 0.05, 0.00], [0.08, -0.03, 0.10], [-0.08, 0.07, 0.03], [-0.26, -0.08, 0.07], [0.11, 0.01, -0.12], [0.15, -0.05, -0.02], [0.02, -0.05, -0.13], [0.00, 0.03, 0.02], [0.09, -0.03, 0.00], [-0.03, -0.02, 0.01], [0.00, -0.05, 0.00]]}

Record 4
{"formula": "C2H4BrN3", "method": "the ωB97M-V functional and the def2-TZVPD basis", "e_homo_ha": -0.33693, "smiles": "BrN1CCN=N1", "e_above_lowest_kj_mol": 41.92, "energy_ev": -76648.410, "orbital_gap_ha": 0.3465, "species": ["C", "H", "N", "N", "H", "C", "N", "H", "H", "Br"], "coordinates": [[1.094, 0.367, -0.135], [-0.193, -1.215, 1.079], [0.284, 1.624, 0.009], [-1.198, 0.020, -0.209], [1.642, 0.480, -1.083], [-0.003, -0.750, 0.078], [-0.904, 1.344, -0.044], [1.919, 0.170, 0.705], [0.217, -1.466, -0.649], [-2.859, -0.576, 0.249]], "atomic_forces_ev_per_a": [[0.76, -0.76, 3.01], [1.14, 0.41, -0.50], [1.09, -0.74, 0.25], [1.17, 0.21, -1.17], [-0.56, -0.76, 0.07], [0.23, 0.83, 0.56], [-1.84, 1.10, 0.30], [-1.70, 1.14, -1.72], [-0.28, -1.56, -1.01], [-0.02, 0.12, 0.22]]}

Record 5
{"formula": "C6H14NO", "method": "the ωB97M-V functional and the def2-TZVPD basis", "e_homo_ha": [-0.71259, -0.74320], "s2": 0.754, "total_charge": 2, "e_above_lowest_kj_mol": 4.55, "energy_ev": -9966.702, "orbital_gap_ha": [0.3840, 0.3304], "multiplicity": 2, "species": ["C", "O", "H", "H", "H", "H", "H", "C", "C", "C", "H", "H", "H", "C", "H", "H", "N", "H", "H", "H", "C", "H"], "coordinates": [[-1.469, 1.063, 1.037], [0.958, -0.879, 0.586], [0.512, -0.140, 0.134], [-3.476, 1.895, 1.125], [-1.755, 0.106, 1.470], [-2.341, 2.356, 2.440], [-1.517, -1.158, -0.518], [-2.456, 2.176, 1.372], [2.359, -0.642, -1.363], [1.919, -1.372, -0.147], [3.048, -1.275, -1.920], [-2.180, 3.105, 0.870], [-1.179, 1.694, -0.999], [-1.508, -0.229, -1.083], [-1.518, -0.195, -2.168], [-0.472, 1.337, 1.388], [-1.398, 0.868, -0.439], [3.306, -2.995, -0.280], [2.774, 0.340, -1.133], [1.486, -0.543, -2.019], [2.560, -2.523, 0.347], [2.347, -2.989, 1.301]], "atomic_forces_ev_per_a": [[-0.22, 0.09, -0.01], [-0.07, -0.39, -0.24], [0.47, 0.05, 0.24], [-0.06, 0.05, 0.09], [0.01, -0.01, -0.01], [-0.30, 0.02, 0.04], [-0.58, -0.03, -0.16], [0.46, -0.09, 0.01], [-0.52, -1.08, -0.37], [0.45, 0.69, 0.49], [0.28, 0.34, 0.03], [-0.08, -0.02, -0.04], [-0.59, 0.25, 0.13], [0.03, 0.24, 0.27], [0.06, -0.16, -0.01], [0.05, 0.04, -0.08], [0.47, -0.10, -0.33], [0.06, 0.04, 0.04], [0.07, -0.03, 0.07], [0.02, 0.31, -0.01], [0.24, -0.40, -0.24], [-0.24, 0.21, 0.08]]}

Record 6
{"formula": "C4H6O", "method": "the ωB97M-V functional and the def2-TZVPD basis", "e_homo_ha": -0.34869, "e_above_lowest_kj_mol": 346.25, "energy_ev": -6288.329, "orbital_gap_ha": 0.3750, "species": ["H", "H", "H", "H", "C", "C", "H", "C", "H", "O", "C"], "coordinates": [[0.979, -2.131, 2.130], [1.171, 1.887, -0.139], [-1.403, 1.410, -1.458], [-0.741, -2.985, 1.229], [-0.229, -0.076, -0.224], [0.376, -2.406, 1.029], [1.033, -3.074, 0.040], [0.192, -1.094, 0.344], [-1.414, 1.610, 0.245], [0.365, 2.133, -0.728], [-0.763, 1.279, -0.520]], "atomic_forces_ev_per_a": [[-1.59, -1.52, -3.45], [-2.49, 0.33, -1.36], [1.06, -0.73, 0.94], [3.47, 1.79, -0.53], [0.22, -2.37, 1.74], [0.64, -1.00, -0.67], [-1.77, 1.57, 3.85], [-2.12, 1.83, -0.92], [-0.39, 0.35, 1.30], [1.71, 0.21, 1.22], [1.26, -0.47, -2.11]]}